DFT (ωB97M-V/def2-TZVPD) results for a structure of composition C16H24CaNO15.

Structure (XYZ):
```
57
Properties=species:S:1:pos:R:3:mulliken_charge:R:1
Ca -3.443 -2.386 0.576 1.81
O 3.670 -2.163 -0.912 -0.36
O 1.079 2.849 3.287 -0.27
O -1.530 -1.768 -3.278 -0.15
O -1.850 -2.012 2.335 -0.90
O 4.706 -2.350 -2.899 -0.52
O -2.960 -3.344 -3.812 -0.36
O 3.013 3.905 3.702 -0.55
O 2.664 1.830 4.451 -0.38
O -1.608 1.415 0.842 0.08
O -3.743 1.867 0.678 -0.39
O -0.926 -2.309 0.433 -0.76
O 3.393 -0.591 -2.443 -0.40
O -2.962 -0.159 0.052 -0.66
O 0.280 -1.562 2.084 -0.53
O -2.821 -2.683 -1.697 -0.33
N -0.789 -1.971 1.647 1.38
C 2.344 2.927 3.795 0.60
C 2.724 -1.277 -0.336 0.12
C -1.341 -1.916 -4.692 0.50
C -0.670 3.576 0.755 -1.57
C -1.727 2.717 1.439 0.60
C -2.462 -2.593 -2.848 0.38
C 3.994 -1.766 -2.154 0.62
C -2.800 0.960 0.510 0.32
C 0.124 -2.126 -5.075 -1.44
C -2.254 -3.109 -5.044 -0.48
C 1.708 0.801 4.234 0.92
C -3.171 3.127 1.147 -0.50
C 0.509 1.569 3.625 -0.01
C 2.639 -0.107 -1.341 0.48
C 1.241 0.243 -1.757 -0.98
C 1.387 0.109 5.534 -1.49
H -3.730 3.389 2.039 0.35
H -0.356 1.651 4.288 0.25
H 0.809 -0.622 -2.265 0.10
H 3.187 0.734 -0.908 0.29
H -0.942 3.752 -0.285 0.53
H 0.578 -2.795 -4.344 0.35
H -3.221 3.917 0.402 0.29
H 0.594 0.439 -0.899 0.13
H -1.555 2.624 2.511 0.13
H 0.324 3.142 0.790 0.26
H -1.694 -4.001 -5.324 0.29
H 2.279 -0.201 6.076 0.39
H 0.855 -0.823 5.315 0.35
H 0.198 -2.522 -6.083 0.43
H 2.116 0.089 3.514 -0.09
H 0.148 1.052 2.735 -0.06
H 2.982 -0.964 0.676 0.05
H 1.763 -1.779 -0.188 -0.02
H -0.640 4.508 1.327 0.42
H 0.618 -1.159 -5.000 0.38
H 1.254 1.120 -2.404 0.43
H 0.731 0.687 6.185 0.37
H -3.004 -2.922 -5.808 0.31
H -1.709 -1.019 -5.189 0.28
```

The calculation puts the orbital gap at 8.29 eV. The calculation puts the HOMO energy at -12.6 eV. The value obtained for the total energy is -2484.8930 hartree. As for the molar mass: 510.4 u. The value obtained for the energy above the lowest of the compared OMol25 structures with the same formula, charge and spin is 0.0 kJ/mol. The charge is +1.

***

DFT (ωB97M-V/def2-TZVPD) results for an isolated molecule of C16H24Cl2FNO4.

Structure (XYZ):
```
48
Properties=species:S:1:pos:R:3:mulliken_charge:R:1
Cl 3.531 -0.640 1.103 -0.15
Cl 4.602 1.367 -1.171 -0.20
F 3.083 0.951 5.586 -0.33
O -1.614 -3.657 -3.839 -0.37
O 1.183 2.687 2.424 -0.22
O -1.109 -5.848 -2.727 -0.49
O -0.729 2.776 4.048 -0.52
N -1.139 3.740 1.850 -0.53
C 0.069 0.554 1.345 -0.67
C -3.589 -4.221 -0.759 -0.39
C 3.159 1.918 -0.083 -0.04
C -1.053 -0.158 -0.960 -0.54
C 2.485 3.376 -0.376 -0.70
C -0.454 1.143 -0.093 0.22
C -3.396 -4.774 -2.141 -0.16
C -0.958 0.175 -2.596 -0.38
C -0.658 -1.245 -3.426 -0.76
C -1.944 -4.808 -2.942 0.58
C -0.186 3.011 2.821 0.43
C 1.372 1.311 1.985 0.47
C 1.718 0.458 3.386 -0.95
C -1.644 -2.482 -2.938 -0.24
C 2.634 1.023 0.983 0.13
C 3.118 0.988 4.106 -0.07
H -4.519 -4.509 -0.097 0.26
H 3.398 2.059 3.660 0.17
H -0.731 3.787 0.891 0.35
H 3.009 4.145 0.372 0.26
H 0.377 1.602 -0.776 -0.18
H 0.455 -1.601 -3.178 0.24
H 4.021 0.286 3.769 0.20
H 0.005 0.846 -2.812 0.24
H -0.669 -1.088 -4.600 0.35
H -2.840 -3.416 -0.306 0.11
H 1.333 3.454 -0.141 0.08
H 2.786 3.723 -1.452 0.35
H 1.669 -0.701 3.237 0.37
H -4.370 -5.187 -2.672 0.28
H -1.949 0.689 -2.999 0.27
H -2.743 -2.082 -2.836 0.28
H -0.404 -1.132 -0.813 0.16
H 0.429 -0.563 1.119 0.41
H -1.304 -2.877 -1.874 0.22
H -0.836 0.408 2.110 0.43
H -1.389 1.880 -0.002 0.04
H -2.170 -0.383 -0.692 0.22
H -2.004 3.123 1.824 0.34
H 0.859 0.715 4.175 0.43
```

The calculation puts the orbital gap at 9.57 eV. The calculation puts the HOMO energy at -9.6 eV. The value obtained for the total energy is -1999.5785 hartree. Its SMILES is C=CC(=O)OCCCCCC[C@](CCF)(OC(N)=O)/C(Cl)=C(\C)Cl. As for the molar mass: 384.3 u.

***

DFT (ωB97M-V/def2-TZVPD) results for an isolated molecule of C16H24Cl3N3O3S.

Structure (XYZ):
```
50
Properties=species:S:1:pos:R:3:mulliken_charge:R:1
Cl -1.611 1.547 -1.838 -0.13
Cl 0.269 2.187 0.266 -0.12
Cl -2.357 1.158 0.927 -0.11
S 6.360 -0.159 0.467 1.24
O -1.595 -2.290 1.324 -0.64
O 7.190 -0.019 -0.695 -0.67
O 6.659 -1.181 1.428 -0.66
N 6.356 1.324 1.275 -0.52
N -1.484 -1.297 -0.691 0.01
N 0.671 -0.446 -1.173 0.02
C 2.405 -0.897 0.478 -0.18
C 4.658 -0.273 -0.023 0.33
C -7.754 1.526 2.057 -1.30
C -6.112 -0.554 -0.785 -1.04
C -1.019 1.064 -0.228 0.68
C 2.940 0.181 -1.611 -0.77
C -6.260 0.138 0.568 -0.22
C -2.003 -2.207 0.189 0.53
C -4.479 -2.388 -0.111 -0.42
C 4.270 0.231 -1.249 -0.73
C -3.119 -3.053 -0.374 -0.99
C 3.738 -0.840 0.836 -1.09
C -7.609 0.839 0.704 -0.43
C 1.988 -0.372 -0.748 0.78
C -0.452 -0.384 -0.294 -1.30
C -4.727 -1.169 -0.997 0.13
H -8.719 2.022 2.134 0.39
H -7.714 1.580 -0.092 0.34
H 4.084 -1.247 1.772 0.43
H -7.676 0.800 2.863 0.33
H 5.019 0.648 -1.902 0.46
H -5.265 -3.123 -0.294 0.33
H 6.579 1.214 2.251 0.27
H -6.874 -1.330 -0.884 0.34
H -4.635 -1.470 -2.045 0.37
H -6.973 2.271 2.191 0.31
H -5.460 0.872 0.686 0.10
H 2.622 0.573 -2.567 0.33
H 6.972 1.987 0.832 0.26
H -1.848 -1.226 -1.627 0.37
H 0.505 -0.023 -2.077 0.30
H -6.160 -0.593 1.372 0.33
H -0.166 -0.678 0.723 0.45
H -6.288 0.182 -1.573 0.35
H -8.410 0.107 0.581 0.34
H 1.698 -1.366 1.143 0.47
H -3.091 -4.014 0.140 0.39
H -2.979 -3.216 -1.443 0.35
H -4.524 -2.102 0.940 0.36
H -3.975 -0.405 -0.797 -0.36
```

The calculation puts the orbital gap at 8.97 eV. The calculation puts the HOMO energy at -8.7 eV. The value obtained for the total energy is -2792.8698 hartree. Its SMILES is CCCCCCCC(=O)N[C@@H](Nc1ccc(S(N)(=O)=O)cc1)C(Cl)(Cl)Cl. As for the molar mass: 444.8 u.

***

DFT (ωB97M-V/def2-TZVPD) results for an isolated molecule of C16H24ClN3O3.

Structure (XYZ):
```
47
Properties=species:S:1:pos:R:3:mulliken_charge:R:1
Cl -2.926 -2.838 -0.352 -0.23
O -5.107 -1.000 -0.203 -0.48
O 1.908 -0.655 0.248 -0.84
O -0.423 3.496 0.868 -0.69
N -0.086 1.259 0.548 0.18
N 4.062 -1.268 0.079 -0.22
N 2.657 2.134 -0.172 0.22
C -6.290 -0.243 -0.162 -0.88
C 3.596 1.099 0.147 -1.50
C 3.832 -2.704 0.106 0.40
C -3.922 -0.357 -0.008 0.90
C 4.451 -3.307 1.365 -1.41
C -1.378 0.770 0.370 0.23
C -2.518 1.563 0.419 -1.05
C 1.733 3.535 -1.963 -1.41
C -1.514 -0.599 0.129 -0.69
C -2.765 -1.145 -0.055 0.29
C 2.122 2.129 -1.518 -0.25
C 4.403 -3.341 -1.158 -1.43
C 1.833 2.688 0.885 -0.97
C 0.311 2.533 0.757 0.62
C 3.086 -0.352 0.161 0.99
C -3.770 1.003 0.232 -0.44
H 1.446 3.521 -3.011 0.43
H 2.914 1.755 -2.174 0.55
H -7.097 -0.952 -0.340 0.24
H 0.646 0.545 0.480 0.07
H 1.256 1.459 -1.633 0.16
H -6.304 0.525 -0.942 0.34
H 0.896 3.910 -1.383 0.30
H -4.633 1.646 0.276 0.35
H -6.432 0.229 0.816 0.34
H 5.530 -3.168 1.363 0.34
H 2.122 2.240 1.840 0.47
H 4.420 1.155 -0.577 0.42
H 4.188 -4.405 -1.167 0.41
H 3.960 -2.891 -2.043 0.36
H 2.575 4.212 -1.839 0.32
H 2.019 3.769 0.955 0.24
H 4.239 -4.371 1.410 0.41
H 5.023 -0.967 0.025 0.34
H 5.482 -3.205 -1.199 0.34
H 4.039 -2.834 2.253 0.35
H -0.638 -1.227 0.087 0.73
H 4.017 1.302 1.138 0.41
H -2.423 2.620 0.604 0.51
H 2.746 -2.831 0.129 0.22
```

The calculation puts the orbital gap at 8.12 eV. The calculation puts the HOMO energy at -7.7 eV. The value obtained for the total energy is -1474.2942 hartree. Its SMILES is CCN(CC(=O)Nc1ccc(OC)c(Cl)c1)CC(=O)NC(C)C. As for the molar mass: 341.8 u.